Entry 1:
The following is a quantum chemistry calculation of a molecular structure, C17H17IN6O5S2Ti at a distorted geometry, from the OMol25 dataset.

XYZ file:
```
49
Properties=species:S:1:pos:R:3:mulliken_charge:R:1
Ti -0.20 -0.29 0.11 0.397
C 2.07 2.88 1.26 -1.222
C 0.60 2.80 1.06 0.186
N -0.12 1.77 0.61 0.333
C -1.46 2.19 0.64 -0.020
C -1.53 3.46 1.10 0.133
N -0.23 3.81 1.35 -0.018
C -2.59 4.46 1.41 0.576
O -3.85 4.14 1.14 -0.476
O -2.26 5.49 1.93 -0.531
C -2.52 1.23 0.32 0.747
O -3.67 1.49 0.14 -0.701
O -2.00 -0.03 0.23 -0.307
H 2.59 2.17 0.63 0.183
H 2.32 2.67 2.30 0.328
H 2.42 3.88 1.02 0.474
H 0.02 4.72 1.72 0.281
H -3.93 3.24 0.77 0.392
O 0.11 -2.04 -0.16 -0.353
N 1.25 -2.75 -0.31 0.226
C 1.14 -4.08 -0.52 -0.325
C 2.28 -4.81 -0.69 -0.732
C 3.52 -4.14 -0.63 -0.231
C 3.58 -2.79 -0.41 -0.787
C 2.40 -2.05 -0.25 0.803
S 2.29 -0.35 0.01 -0.417
H 0.13 -4.47 -0.55 0.511
H 2.22 -5.87 -0.86 0.450
H 4.43 -4.70 -0.76 0.426
H 4.52 -2.26 -0.37 0.485
N -2.13 -2.21 2.49 -0.276
C -1.06 -1.80 3.17 0.753
N -0.79 -2.36 4.34 -0.405
S -0.02 -0.54 2.63 -0.417
H -2.78 -2.87 2.88 0.235
H -2.46 -1.66 1.71 0.147
H -1.40 -3.05 4.76 0.211
H 0.03 -2.08 4.85 0.219
I -2.32 -1.94 -2.49 0.144
C -1.02 -0.38 -2.95 0.177
C -0.99 -0.01 -4.29 -0.628
C -0.17 1.02 -4.69 -0.289
C 0.62 1.66 -3.75 -1.031
C 0.54 1.24 -2.44 0.060
N -0.26 0.24 -2.02 0.528
H -1.62 -0.53 -5.00 0.441
H -0.14 1.32 -5.73 0.434
H 1.28 2.48 -4.01 0.475
H 1.15 1.71 -1.68 0.409
```

For the HOMO-LUMO gap, the calculation gives 7.3 eV. The net charge is +2. Its energy above the lowest of the compared OMol25 structures with the same formula, charge and spin is 0.1436 eV. As for the total energy: -3305.9793 Ha.



Entry 2:
The following is a quantum chemistry calculation of a gas-phase ion, C3H7INO (charge +1) at a distorted geometry, from the OMol25 dataset.

XYZ file:
```
13
Properties=species:S:1:pos:R:3:mulliken_charge:R:1
C -0.03 -0.33 0.80 -0.303
C -1.32 0.01 0.18 -0.404
C 0.49 1.14 -1.23 -0.364
N -0.08 -0.06 -0.65 -0.009
O -0.08 1.20 -2.79 -0.525
I -2.11 1.32 -2.78 0.324
H 0.40 0.24 1.57 0.278
H 0.22 -1.34 0.93 0.272
H -2.00 -0.84 0.13 0.250
H -1.65 1.10 0.12 0.395
H 0.14 2.12 -0.94 0.367
H 1.61 1.07 -1.40 0.320
H 0.07 -0.91 -1.32 0.400
```

For the HOMO-LUMO gap, the calculation gives 8.7 eV. The SMILES is IOC[NH+]1CC1. The net charge is +1. Its energy above the lowest of the compared OMol25 structures with the same formula, charge and spin is 3.2812 eV. As for the total energy: -545.8052 Ha.



Entry 3:
The following is a quantum chemistry calculation of a molecular structure, C21H23IN5O2S4SbW, from the OMol25 dataset.

XYZ file:
```
58
Properties=species:S:1:pos:R:3:mulliken_charge:R:1
W -0.26 -0.78 0.67 2.032
C -3.71 2.17 1.61 -1.139
C -3.12 3.16 2.36 -0.641
C -1.74 3.14 2.51 -0.974
C -1.02 2.11 1.92 0.208
N -1.60 1.12 1.23 0.947
C -2.92 1.17 1.06 -0.338
C 0.45 2.06 1.94 1.166
C 1.23 3.08 2.46 -1.132
C 2.61 3.00 2.37 -0.700
C 3.16 1.88 1.76 -1.242
C 2.32 0.90 1.29 -0.162
N 0.98 0.97 1.39 0.391
H -4.78 2.12 1.47 0.425
H -3.71 3.94 2.82 0.390
H -1.23 3.91 3.07 0.344
H -3.36 0.38 0.47 0.755
H 0.76 3.95 2.89 0.342
H 3.23 3.79 2.76 0.407
H 4.23 1.77 1.63 0.478
H 2.68 0.02 0.78 0.813
S -3.65 -4.62 1.33 -0.737
Sb -3.41 -2.37 1.31 0.949
S -1.59 -1.52 2.63 -0.495
S -2.24 -1.48 -0.61 -0.558
S -5.33 -1.19 1.64 -0.731
C 3.36 -4.32 1.44 -1.790
C 3.07 -3.03 2.21 1.985
C 4.28 -2.10 2.13 -1.696
C 2.76 -3.35 3.67 -1.664
C 1.87 -2.29 1.62 0.190
N 1.19 -1.42 2.19 -0.874
H 4.19 -4.85 1.92 0.428
H 3.62 -4.11 0.40 0.276
H 2.48 -4.97 1.43 0.399
H 5.17 -2.58 2.56 0.513
H 4.07 -1.17 2.68 0.206
H 4.50 -1.84 1.09 0.326
H 3.62 -3.84 4.14 0.416
H 1.89 -4.01 3.74 0.420
H 2.52 -2.44 4.22 0.296
C -0.30 0.51 -1.23 -1.720
H -1.17 1.15 -1.25 0.428
H -0.35 -0.18 -2.07 0.534
I -1.04 4.11 -1.49 -0.331
C 0.90 2.66 -1.07 -0.265
C 2.10 3.37 -1.23 -0.586
C 3.20 2.79 -1.81 -0.222
C 3.12 1.48 -2.28 -0.918
C 1.94 0.80 -2.10 -0.135
N 0.88 1.37 -1.49 0.614
H 2.12 4.40 -0.89 0.457
H 4.13 3.35 -1.90 0.373
H 3.95 0.98 -2.76 0.433
H 1.80 -0.23 -2.39 0.487
O 0.10 -2.76 0.35 -0.709
N 1.49 -2.58 0.20 0.078
O 1.48 -1.24 -0.34 -0.745
```

For the HOMO-LUMO gap (alpha / beta), the calculation gives 5.3 / 5.5 eV. The multiplicity is 3. The net charge is -2. Its energy above the lowest of the compared OMol25 structures with the same formula, charge and spin is 3.0332 eV. The expectation value of S² is 2.016. As for the total energy: -3436.1026 Ha.



Entry 4:
The following is a quantum chemistry calculation of a molecular structure, C2H3IN at a distorted geometry, from the OMol25 dataset.

XYZ file:
```
7
Properties=species:S:1:pos:R:3:mulliken_charge:R:1
C -0.93 0.37 -0.08 -0.758
C 1.17 -1.12 0.07 0.157
N 0.17 -0.49 0.00 0.021
I -3.62 -0.03 -0.01 0.347
H -0.76 1.33 0.50 0.400
H -0.94 0.64 -1.17 0.412
H 2.17 -1.54 -0.01 0.421
```

For the HOMO-LUMO gap (alpha / beta), the calculation gives 6.9 / 6.9 eV. The net charge is +1. Its energy above the lowest of the compared OMol25 structures with the same formula, charge and spin is 2.2842 eV. As for the total energy: -430.0440 Ha.



Entry 5:
The following is a quantum chemistry calculation of a single C4H6N2O molecule, from the OMol25 dataset.

XYZ file:
```
13
Properties=species:S:1:pos:R:3:mulliken_charge:R:1
N 1.53 0.92 0.50 -0.350
C 0.65 0.58 -0.48 0.297
C -0.14 -0.67 -0.19 0.737
O 0.53 -1.75 -0.56 -0.398
C -1.39 -0.69 0.39 -0.258
C -1.89 0.55 0.83 -0.827
N 0.45 1.11 -1.62 -0.627
H 2.27 1.58 0.31 0.206
H 1.69 0.29 1.27 0.213
H -0.03 -2.53 -0.43 0.347
H -1.86 -1.68 0.46 0.213
H -2.88 0.36 1.28 0.219
H 1.07 1.91 -1.78 0.227
```

For the HOMO-LUMO gap, the calculation gives 7.8 eV. Its energy above the lowest of the compared OMol25 structures with the same formula, charge and spin is 4.6302 eV. As for the total energy: -340.6248 Ha.



Entry 6:
The following is a quantum chemistry calculation of a single C4H8OS2 molecule at a distorted geometry, from the OMol25 dataset.

XYZ file:
```
15
Properties=species:S:1:pos:R:3:mulliken_charge:R:1
C 0.20 -2.02 -0.34 -0.931
C 0.98 0.73 -0.82 0.010
C 0.53 0.92 0.64 -0.631
C -0.90 1.14 0.63 -0.307
H -0.22 -2.86 -1.14 0.302
H 0.97 -2.31 0.38 0.310
H -0.78 -1.53 0.02 0.327
H 0.57 0.10 1.32 0.283
H 1.11 1.80 0.87 0.410
H -1.10 1.88 -0.20 0.320
H -1.08 1.52 1.74 0.282
H -1.52 -0.44 -0.46 0.379
O -1.81 -0.03 0.48 -0.567
S 1.30 -0.91 -1.56 0.013
S 1.74 2.01 -1.57 -0.201
```

For the HOMO-LUMO gap, the calculation gives 8.2 eV. The SMILES is CSC(=S)CCO. Its energy above the lowest of the compared OMol25 structures with the same formula, charge and spin is 3.1151 eV. As for the total energy: -1028.7086 Ha.



Entry 7:
The following is a quantum chemistry calculation of 2 unconnected molecules or ions with the total composition C2H10N3O at a distorted geometry, from the OMol25 dataset.

XYZ file:
```
16
Properties=species:S:1:pos:R:3:mulliken_charge:R:1
C 1.35 -2.15 0.30 -1.009
N 0.92 -1.01 -0.48 -0.152
C -0.34 -0.47 -0.31 0.233
N -0.69 0.58 -1.19 -0.518
N -1.24 -0.83 0.69 -0.435
H 2.24 -2.57 -0.16 0.318
H 0.60 -2.93 0.32 0.303
H 1.54 -1.85 1.33 0.289
H 1.53 -0.76 -1.23 0.227
H 0.02 1.29 -1.14 0.195
H -1.62 0.93 -1.03 0.230
H -1.91 -0.19 1.04 0.193
H -1.12 -1.72 1.15 0.158
H -0.05 3.23 1.53 0.319
H -0.35 4.03 0.30 0.324
O -0.02 3.16 0.57 -0.675
```

For the HOMO-LUMO gap (alpha / beta), the calculation gives 4.3 / 9.3 eV. The multiplicity is 2. Its energy above the lowest of the compared OMol25 structures with the same formula, charge and spin is 0.2102 eV. The expectation value of S² is 0.754. As for the total energy: -321.6165 Ha.



Entry 8:
The following is a quantum chemistry calculation of a molecular structure, C7H22FeO11P at a distorted geometry, from the OMol25 dataset.

XYZ file:
```
42
Properties=species:S:1:pos:R:3:mulliken_charge:R:1
Fe -0.16 0.54 -0.16 1.609
P 1.95 1.85 -1.01 0.928
O 2.74 2.92 -0.24 -0.902
O 0.43 2.09 -1.13 -0.848
O 1.78 0.90 0.24 -0.893
O 2.71 1.13 -2.14 -0.839
C 2.97 -2.14 0.35 -0.493
C 2.44 -3.53 0.60 -0.458
O 1.13 -3.52 1.12 -0.459
O 2.36 -1.64 -0.84 -0.536
H 4.04 -2.13 0.17 0.455
H 2.77 -1.44 1.18 0.181
H 3.02 -3.99 1.41 0.358
H 2.52 -4.19 -0.26 0.296
H 1.02 -4.44 1.37 0.251
H 2.46 -0.67 -0.86 0.176
C -1.24 -0.43 -2.79 -0.526
C -2.51 -0.30 -1.87 -0.624
O -2.21 0.65 -0.87 -0.419
O -0.11 -0.64 -1.99 -0.318
H -1.22 0.44 -3.45 0.361
H -1.42 -1.32 -3.41 0.393
H -2.72 -1.24 -1.35 0.327
H -3.41 -0.02 -2.42 0.378
H -2.98 0.65 -0.30 0.261
H 0.62 -0.87 -2.57 0.260
C -0.55 0.29 2.65 -0.619
C -0.92 -1.07 2.02 -0.562
O -0.29 -1.30 0.76 -0.427
O -0.90 1.34 1.74 -0.440
H 0.50 0.28 2.95 0.358
H -1.12 0.44 3.57 0.473
H -2.01 -1.10 1.95 0.226
H -0.69 -1.92 2.67 0.482
H 0.17 -2.15 0.82 0.302
H -0.86 2.22 2.13 0.255
C -2.05 4.20 0.04 -0.500
O -0.69 3.96 0.38 -0.497
H -2.62 3.27 0.08 0.075
H -2.54 4.87 0.75 0.287
H -2.08 4.61 -0.97 0.263
H -0.33 3.41 -0.34 0.405
```

For the HOMO-LUMO gap (alpha / beta), the calculation gives 4.2 / 4.2 eV. The multiplicity is 5. The net charge is -1. Its energy above the lowest of the compared OMol25 structures with the same formula, charge and spin is 0.3943 eV. The expectation value of S² is 6.009. As for the total energy: -2712.6956 Ha.



Entry 9:
The following is a quantum chemistry calculation of a molecular structure, C16H12ClF6N4O4S2W at a distorted geometry, from the OMol25 dataset.

XYZ file:
```
46
Properties=species:S:1:pos:R:3:mulliken_charge:R:1
W -0.37 0.23 -0.16 2.183
F -2.85 2.89 2.06 -0.199
C -2.45 3.96 1.37 0.643
F -1.54 4.70 2.00 -0.154
F -3.48 4.64 1.03 -0.119
S -1.47 3.33 -0.11 1.126
O -0.59 2.21 0.43 -0.623
O -0.80 4.42 -0.78 -0.543
N -2.66 2.67 -1.08 -0.450
S -2.41 1.21 -1.58 0.817
O -2.52 0.08 -0.54 -0.716
O -0.95 1.03 -2.00 -0.654
C -3.66 0.85 -3.11 0.692
F -3.35 -0.38 -3.53 -0.145
F -3.37 1.79 -3.86 -0.094
F -4.85 0.92 -2.67 -0.111
N 0.00 -1.85 -1.00 -0.619
C 1.48 -2.16 -1.02 0.701
C 2.01 -3.36 -1.34 -0.502
C 3.41 -3.45 -1.53 -0.692
C 4.14 -2.28 -1.69 -0.721
C 3.63 -1.03 -1.35 0.147
C 4.35 0.26 -1.42 -0.217
C 3.74 1.41 -1.07 -0.931
C 2.40 1.36 -0.74 0.131
N 1.58 0.20 -0.70 -0.039
C 2.28 -0.99 -1.00 0.519
H -0.54 -2.65 -0.63 0.300
H -0.33 -1.72 -1.95 0.408
H 1.40 -4.27 -1.29 0.387
H 3.95 -4.38 -1.49 0.466
H 5.24 -2.40 -1.94 0.354
H 5.38 0.20 -1.80 0.493
H 4.29 2.33 -0.90 0.449
H 1.86 2.29 -0.30 0.322
Cl -2.43 -3.78 3.23 -0.124
C -1.66 -2.19 3.19 -0.110
C -1.52 -1.41 4.32 -0.124
C -0.78 -0.22 4.16 -0.721
C -0.40 0.19 2.95 -0.180
N -0.65 -0.57 1.79 -0.122
C -1.29 -1.76 1.96 -0.088
H -2.07 -1.54 5.19 0.540
H -0.69 0.44 5.04 0.402
H 0.11 1.14 2.82 0.529
H -1.56 -2.34 1.04 0.387
```

For the HOMO-LUMO gap (alpha / beta), the calculation gives 6.3 / 6.9 eV. The multiplicity is 3. The net charge is +3. Its energy above the lowest of the compared OMol25 structures with the same formula, charge and spin is 0.2465 eV. The expectation value of S² is 2.013. As for the total energy: -3058.6444 Ha.